{"formula": "C3H6N", "method": "the ωB97M-V functional and the def2-TZVPD basis", "elements": ["C", "C", "C", "N", "H", "H", "H", "H", "H", "H"], "positions_angstrom": [[1.95, 0.65, -0.56], [1.03, 0.01, -0.15], [-0.07, -0.61, 0.41], [-1.33, -0.26, -0.31], [2.80, 1.19, -1.00], [0.43, 0.95, 2.20], [-0.18, -1.48, 0.89], [-2.10, -0.05, 0.34], [-1.55, -0.97, -1.01], [-0.96, 0.56, -0.81]], "lowdin_charge": [0.183, -0.231, -0.082, 0.204, 0.085, 0.253, 0.060, 0.182, 0.179, 0.166], "lumo_ev": -6.91, "largest_force_ev_per_a": 4.33, "relative_energy_kj_mol": 603.8, "e_tot_ha": -172.1287, "total_charge": 1, "homo_energy_ev": -13.3, "multiplicity": 1, "orbital_gap_ev": 6.38}



{"formula": "C3H6N2", "method": "the ωB97M-V functional and the def2-TZVPD basis", "elements": ["C", "C", "N", "C", "N", "H", "H", "H", "H", "H", "H"], "positions_angstrom": [[-0.78, -1.58, 0.76], [-0.11, -0.45, 0.03], [-0.60, 0.69, -0.24], [2.66, 2.70, -1.26], [1.59, 2.26, -1.07], [-0.17, -1.86, 1.63], [-1.78, -1.31, 1.10], [-0.84, -2.46, 0.11], [0.91, -0.63, -0.31], [0.68, 1.83, -0.84], [-1.56, 0.79, 0.10]], "lowdin_charge": [-0.076, -0.271, 0.057, -0.124, 0.010, 0.081, 0.076, 0.081, 0.109, -0.014, 0.071], "lumo_ev": 0.77, "largest_force_ev_per_a": 1.20, "relative_energy_kj_mol": 150.8, "e_tot_ha": -227.3674, "homo_energy_ev": -10.7, "multiplicity": 1, "orbital_gap_ev": 11.47}



Q: Look up the multiplicity of the first one.
A: 1



Q: Look up the multiplicity of the first one.
A: 1